No. 1
A single C9H15NO2 molecule. Source: the Open Molecules 2025 dataset; level of theory: ωB97M-V/def2-TZVPD.

Its energy above the lowest of the compared OMol25 structures with the same formula, charge and spin is 169.9 kcal per mole. The calculation puts the electronic energy at -556.908708 hartree. The calculation puts the highest occupied orbital energy (alpha / beta) at -7.070 / -7.065 eV.

ORCA input file:
```
! wB97M-V def2-TZVPD RIJCOSX def2/J DEFGRID3
* xyz 0 1
C -0.64 0.31 -1.06
C -0.47 0.78 0.07
C -0.41 -1.30 -0.97
C -1.00 0.69 -2.45
C -0.07 2.55 1.70
C 1.36 0.51 1.64
C -0.95 0.27 2.47
C 0.59 -3.11 -2.06
C -0.10 1.02 1.46
N 0.67 -1.72 -1.58
O -1.40 -1.83 -0.53
O 1.61 -0.95 -2.11
H -1.53 -0.20 -2.86
H -0.06 1.11 -2.91
H -1.55 1.59 -2.40
H -0.88 2.93 1.04
H -0.15 2.75 2.83
H 0.88 2.97 1.27
H 1.92 0.99 2.54
H 2.08 0.87 0.74
H 1.47 -0.51 1.67
H -0.20 0.31 3.35
H -1.33 -0.62 1.90
H -1.83 0.91 2.81
H 1.53 -3.63 -1.78
H -0.22 -3.62 -1.62
H 0.68 -3.04 -3.15
*
```


No. 2
A single C9H15NO2S molecule. Source: the Open Molecules 2025 dataset; level of theory: ωB97M-V/def2-TZVPD.

The SMILES is CC(=O)OCCCCCCN=C=S. Its energy above the lowest of the compared OMol25 structures with the same formula, charge and spin is 3.0 kcal per mole. The calculation puts the electronic energy at -955.351050 hartree. The calculation puts the highest occupied orbital energy at -9.024 eV.

ORCA input file:
```
! wB97M-V def2-TZVPD RIJCOSX def2/J DEFGRID3
* xyz 0 1
C 0.73 2.91 -2.58
C 1.62 2.58 -1.36
O 2.56 3.23 -0.99
O 1.17 1.49 -0.66
C 1.91 1.18 0.50
C 1.28 -0.05 1.14
C -0.09 0.26 1.69
C -0.86 -1.00 2.09
C -1.17 -2.02 0.97
C -1.74 -1.42 -0.30
N -2.02 -2.37 -1.33
C -2.04 -3.42 -1.87
S -2.10 -4.76 -2.72
H -0.30 3.15 -2.30
H 1.04 3.74 -3.21
H 0.68 1.95 -3.16
H 2.96 0.97 0.30
H 1.83 1.98 1.23
H 1.91 -0.31 1.96
H 1.31 -0.84 0.41
H -0.70 0.87 0.98
H 0.00 0.97 2.51
H -0.39 -1.49 2.99
H -1.88 -0.70 2.43
H -1.78 -2.86 1.33
H -0.26 -2.59 0.74
H -1.02 -0.64 -0.73
H -2.65 -0.81 -0.04
*
```


No. 3
A single C9H15NO2S3 molecule. Source: the Open Molecules 2025 dataset; level of theory: ωB97M-V/def2-TZVPD.

The SMILES is CC1(C)S[C@@H]2CS[C@@H](CS)N2[C@H]1C(=O)O. The calculation puts the electronic energy at -1751.680486 hartree. The calculation puts the highest occupied orbital energy at -9.021 eV.

ORCA input file:
```
! wB97M-V def2-TZVPD RIJCOSX def2/J DEFGRID3
* xyz 0 1
C -0.72 1.71 -2.35
C -0.72 1.07 -1.04
C -2.04 1.45 -0.38
S 0.58 2.11 -0.26
C 1.25 0.71 0.82
C 2.66 0.36 0.46
S 2.86 -1.41 0.59
C 1.11 -1.55 0.86
C 0.96 -1.77 2.34
S -0.61 -1.08 3.10
N 0.34 -0.35 0.41
C -0.24 -0.33 -0.97
C -1.39 -1.34 -1.24
O -1.40 -1.69 -2.39
O -2.13 -1.85 -0.21
H 0.25 1.70 -2.76
H -0.97 2.79 -2.32
H -1.36 1.28 -3.09
H -2.06 0.87 0.49
H -2.87 1.39 -1.13
H -2.02 2.49 0.06
H 1.13 0.94 1.87
H 3.26 0.92 1.19
H 2.86 0.73 -0.49
H 0.69 -2.46 0.31
H 1.82 -1.40 2.85
H 1.11 -2.83 2.42
H -0.97 -0.45 1.97
H 0.47 -0.66 -1.66
H -1.86 -1.37 0.55
*
```


No. 4
A single C9H15NO4S molecule. Source: the Open Molecules 2025 dataset; level of theory: ωB97M-V/def2-TZVPD.

The SMILES is C=C(C)[C@@H](N1C(=O)[C@@]1(C)CC)S(=O)(=O)O. Its energy above the lowest of the compared OMol25 structures with the same formula, charge and spin is 49.2 kcal per mole. The calculation puts the electronic energy at -1105.707564 hartree. The calculation puts the highest occupied orbital energy at -9.589 eV.

ORCA input file:
```
! wB97M-V def2-TZVPD RIJCOSX def2/J DEFGRID3
* xyz 0 1
C -1.24 2.23 1.19
C -1.22 1.86 -0.10
C -1.37 2.77 -1.30
C -0.78 0.41 -0.52
N 0.48 0.16 -0.01
C 1.75 0.45 -0.40
O 2.55 1.26 -0.68
C 1.42 -0.95 -0.33
C 1.50 -1.47 -1.74
C 1.66 -2.00 0.77
C 2.02 -1.40 2.16
S -1.94 -0.77 0.18
O -1.61 -2.09 -0.22
O -2.13 -0.52 1.58
O -3.31 -0.32 -0.61
H -1.55 3.12 1.70
H -1.06 1.49 1.91
H -0.43 3.29 -1.44
H -2.00 3.68 -0.97
H -1.76 2.16 -2.10
H -0.86 0.27 -1.55
H 0.64 -1.04 -2.32
H 1.35 -2.55 -1.76
H 2.38 -1.26 -2.47
H 0.79 -2.50 0.94
H 2.48 -2.67 0.38
H 1.09 -0.85 2.53
H 2.68 -0.54 2.20
H 2.43 -2.06 2.98
H -3.96 -0.17 0.03
*
```